# 1
122
Properties=species:S:1:pos:R:3 method="wB97M-V/def2-TZVPD" total_energy_ev=-175528.5476 mol_weight_g_mol=1122.97 lumo_energy_ha=-0.4001 total_charge=+2 largest_force_ev_per_a=3.9
Tl 0.86 0.52 5.17
C -1.07 -0.66 0.87
C 0.20 0.20 0.91
C 0.20 1.25 -0.25
O 0.52 0.66 2.23
H -1.12 -1.32 1.75
H -1.06 -1.32 0.01
H -1.97 -0.06 0.76
H 0.96 -0.51 0.61
H -0.19 2.19 0.12
H -0.17 0.88 -1.21
H 1.24 1.53 -0.43
C -2.64 -4.52 3.73
S -3.12 -3.43 2.32
O -3.91 -4.26 1.25
C -4.58 -2.66 3.17
H -3.48 -5.22 3.84
H -2.53 -3.87 4.60
H -1.77 -5.13 3.47
H -5.28 -3.40 3.55
H -5.13 -2.00 2.50
H -4.12 -2.13 4.00
C 5.71 2.20 3.77
S 4.79 0.63 3.38
O 3.55 0.58 4.23
C 4.25 1.11 1.70
H 6.33 2.50 2.92
H 6.26 2.05 4.70
H 5.05 3.05 3.93
H 5.05 1.63 1.17
H 3.36 1.74 1.61
H 4.14 0.19 1.14
C -5.00 -0.04 0.49
S -4.42 1.27 -0.76
O -3.64 0.55 -1.90
C -6.07 1.87 -1.50
H -5.00 -1.06 0.11
H -5.92 0.03 1.06
H -4.26 -0.06 1.28
H -6.66 1.03 -1.84
H -5.81 2.42 -2.41
H -6.70 2.45 -0.82
C -1.17 -4.15 -2.55
S -2.77 -3.66 -3.39
O -3.65 -4.91 -3.50
C -3.45 -2.70 -2.00
H -0.58 -4.72 -3.26
H -1.52 -4.81 -1.75
H -0.65 -3.35 -2.03
H -2.89 -1.82 -1.68
H -3.46 -3.37 -1.14
H -4.49 -2.45 -2.20
C -1.69 3.18 -2.85
S -2.12 4.93 -3.29
O -0.97 5.43 -4.15
C -1.90 5.71 -1.62
H -0.81 3.17 -2.22
H -1.63 2.43 -3.64
H -2.43 2.64 -2.25
H -2.68 5.40 -0.92
H -1.97 6.79 -1.74
H -0.94 5.40 -1.22
C 4.09 -4.18 -2.04
S 2.35 -3.61 -2.41
O 1.62 -4.33 -1.28
C 2.54 -1.84 -1.95
H 4.28 -5.08 -2.62
H 4.31 -4.28 -0.97
H 4.74 -3.36 -2.35
H 2.93 -1.26 -2.79
H 3.13 -1.79 -1.03
H 1.61 -1.40 -1.60
C 3.49 1.80 -3.26
S 5.13 1.66 -4.06
O 6.23 2.39 -3.32
C 5.43 -0.11 -3.84
H 2.74 1.53 -4.00
H 3.38 2.86 -3.00
H 3.38 1.14 -2.41
H 4.71 -0.75 -4.36
H 5.53 -0.29 -2.77
H 6.34 -0.29 -4.42
C -3.03 1.11 3.80
S -2.38 2.79 3.85
O -0.93 2.64 4.29
C -2.43 3.12 2.04
H -3.97 1.04 3.24
H -3.08 0.65 4.78
H -2.36 0.41 3.29
H -3.41 3.02 1.57
H -1.92 2.28 1.55
H -2.10 4.10 1.70
C -0.31 -0.48 -3.97
S 0.64 -0.92 -5.53
O 2.09 -1.13 -5.14
C -0.29 -2.47 -5.88
H -0.16 -1.38 -3.37
H -1.37 -0.42 -4.24
H 0.10 0.37 -3.43
H -0.25 -3.03 -4.95
H 0.09 -3.02 -6.74
H -1.28 -2.09 -6.12
C 0.98 -3.89 2.20
S 2.27 -3.15 3.40
O 1.66 -2.12 4.31
C 3.21 -2.36 2.03
H 1.50 -4.56 1.51
H 0.40 -3.20 1.59
H 0.36 -4.61 2.73
H 3.30 -2.98 1.14
H 4.23 -2.15 2.36
H 2.77 -1.40 1.80
C 0.71 5.24 4.40
S 2.14 4.33 3.69
O 2.18 2.94 4.39
C 1.60 4.17 1.91
H 0.83 5.05 5.47
H -0.24 4.78 4.12
H 0.72 6.30 4.13
H 1.57 5.11 1.36
H 0.69 3.57 1.91
H 2.37 3.53 1.48

***

# 2
114
Properties=species:S:1:pos:R:3 method="wB97M-V/def2-TZVPD" smiles=COCCNCCOC.COCCNCCOC.CCO.CCO.CCO.CCO.CO.CO.CO.CO.CO total_energy_ev=-56712.0528 mol_weight_g_mol=610.87 lumo_energy_ha=0.0037 largest_force_ev_per_a=4.3
C 6.88 5.81 4.94
O 6.02 5.52 6.08
C 4.88 6.41 6.11
C 4.34 6.23 7.52
N 3.40 5.02 7.73
C 3.95 3.82 7.07
C 3.09 2.58 7.28
O 3.58 1.47 6.50
C 2.56 0.51 6.39
H 7.33 6.80 4.97
H 6.31 6.08 4.04
H 7.56 5.00 4.65
H 4.25 6.01 5.32
H 5.18 7.44 5.92
H 3.72 7.12 7.66
H 5.07 6.23 8.33
H 3.38 4.82 8.72
H 4.99 3.60 7.33
H 3.86 3.99 6.00
H 2.08 2.89 7.01
H 3.09 2.35 8.35
H 2.88 -0.37 5.83
H 1.64 0.90 5.94
H 2.18 0.03 7.30
C -5.81 0.23 -3.94
O -5.28 -0.32 -5.07
C -4.00 0.22 -5.53
C -3.62 -0.44 -6.89
N -4.72 -0.48 -7.84
C -5.03 0.90 -8.30
C -4.03 1.49 -9.28
O -3.14 2.25 -8.48
C -2.09 2.71 -9.36
H -5.37 -0.18 -3.03
H -6.85 -0.07 -3.84
H -5.73 1.31 -3.86
H -3.18 -0.10 -4.88
H -4.07 1.31 -5.58
H -3.42 -1.50 -6.77
H -2.73 0.10 -7.21
H -5.50 -0.83 -7.30
H -5.22 1.56 -7.45
H -5.99 0.70 -8.79
H -4.44 2.03 -10.14
H -3.52 0.67 -9.80
H -1.43 1.97 -9.81
H -1.43 3.27 -8.69
H -2.52 3.34 -10.14
C 4.76 -6.19 1.37
C 5.60 -4.98 1.75
O 6.75 -5.57 2.32
H 5.16 -6.58 0.44
H 3.69 -6.05 1.17
H 4.98 -6.92 2.15
H 5.01 -4.34 2.41
H 5.86 -4.34 0.90
H 7.29 -4.94 2.80
C -1.82 6.01 2.37
C -2.80 7.22 2.40
O -2.52 8.20 3.41
H -0.84 6.50 2.36
H -1.98 5.32 1.54
H -1.92 5.42 3.28
H -3.68 6.75 2.85
H -3.03 7.80 1.51
H -2.19 7.76 4.19
C 2.55 0.06 -5.99
C 3.41 0.28 -7.24
O 4.15 -0.95 -7.29
H 1.86 0.90 -5.91
H 3.10 -0.05 -5.05
H 1.93 -0.84 -6.03
H 4.00 1.19 -7.16
H 2.76 0.51 -8.08
H 4.77 -0.92 -8.03
C -6.20 -1.52 4.93
C -7.75 -1.55 5.28
O -7.76 -2.48 6.32
H -5.49 -1.80 5.70
H -5.89 -0.62 4.41
H -6.12 -2.34 4.21
H -8.42 -1.64 4.42
H -8.00 -0.55 5.62
H -7.78 -3.27 5.77
C 2.70 -6.18 -6.19
O 2.67 -5.38 -5.06
H 2.72 -5.53 -7.07
H 3.55 -6.85 -6.28
H 1.84 -6.85 -6.26
H 3.07 -4.53 -5.26
C -5.52 -5.86 -0.89
O -5.54 -7.20 -0.46
H -4.92 -5.24 -0.23
H -5.02 -5.67 -1.85
H -6.55 -5.51 -0.90
H -4.78 -7.74 -0.70
C 5.00 1.73 0.87
O 3.91 2.57 0.45
H 4.87 1.67 1.95
H 4.89 0.78 0.35
H 6.02 2.04 0.61
H 3.15 1.98 0.42
C 0.29 -2.12 0.34
O 0.16 -0.77 0.80
H 0.23 -2.73 1.24
H -0.64 -2.42 -0.15
H 1.20 -2.31 -0.22
H -0.62 -0.67 1.34
C -1.19 -7.26 3.88
O -2.27 -6.41 3.89
H -1.06 -7.66 2.88
H -0.28 -6.67 4.01
H -1.39 -8.06 4.58
H -3.01 -7.02 3.81

***

# 3
124
Properties=species:S:1:pos:R:3 method="wB97M-V/def2-TZVPD" total_energy_ev=-68667.2092 mol_weight_g_mol=724.94 lumo_energy_ha=-0.0160 relative_energy_ev=6.7044 largest_force_ev_per_a=13.4
C 3.33 -0.49 2.15
O 2.81 0.32 3.18
H 4.18 0.02 1.66
H 2.56 -0.78 1.40
H 3.71 -1.43 2.60
H 3.26 -0.01 4.00
C -0.36 0.13 0.46
O 0.40 0.01 -0.74
H -0.35 1.18 0.78
H 0.06 -0.54 1.20
H -1.35 -0.18 0.35
H 0.03 -0.73 -1.18
C 0.48 -3.61 3.50
O 1.65 -3.11 3.07
N 0.37 -4.52 4.37
N -0.69 -3.37 3.05
H 1.28 -4.68 4.88
H -0.53 -4.60 4.97
H -0.81 -2.88 2.19
H -1.47 -3.73 3.49
C 3.87 -1.90 -2.05
O 4.19 -3.12 -2.57
N 2.78 -1.62 -1.49
N 4.75 -0.93 -2.01
H 1.89 -2.19 -1.69
H 2.77 -0.81 -0.88
H 5.77 -1.11 -2.32
H 4.60 0.06 -1.78
C 3.16 2.04 -0.03
O 3.65 1.48 -1.21
N 1.97 2.10 0.35
N 3.94 2.70 0.72
H 1.40 1.41 -0.11
H 1.58 2.46 1.25
H 4.97 2.45 0.56
H 3.67 3.22 1.66
C -4.26 -2.47 1.37
O -2.90 -2.17 1.19
N -5.08 -1.73 2.04
N -4.84 -3.38 0.75
H -4.70 -0.92 2.52
H -6.00 -1.95 2.37
H -4.25 -4.01 0.22
H -5.83 -3.69 0.64
C 1.79 3.51 3.32
O 1.22 4.70 3.56
N 3.11 3.34 3.31
N 1.11 2.48 2.88
H 3.63 4.17 3.54
H 3.50 2.41 3.50
H 0.09 2.60 2.76
H 1.55 1.56 2.92
C 1.21 -4.67 -1.55
C 0.18 -3.61 -1.35
C 0.15 -3.22 0.11
O 0.21 -2.66 -2.09
H 0.81 -5.63 -1.39
H 2.09 -4.43 -0.98
H 1.61 -4.88 -2.61
H -0.77 -4.07 -1.58
H 1.06 -2.68 0.47
H 0.12 -4.11 0.75
H -0.76 -2.75 0.31
H -0.01 -2.89 -3.00
C -0.70 3.04 -1.99
C 0.39 2.91 -3.11
C -0.28 2.69 -4.50
O 0.97 4.04 -3.20
H -1.50 2.25 -2.00
H -1.10 4.02 -1.96
H -0.16 2.97 -1.04
H 1.10 2.04 -2.90
H -0.77 1.72 -4.64
H 0.31 2.75 -5.32
H -1.14 3.43 -4.58
H 1.22 4.40 -2.37
C -0.72 -0.17 3.85
C -0.83 0.26 5.41
C 0.39 1.11 5.89
O -1.92 0.76 5.82
H -1.48 -0.88 3.63
H 0.26 -0.59 3.68
H -0.80 0.77 3.12
H -0.64 -0.76 5.83
H 0.27 2.12 5.64
H 1.40 0.87 5.52
H 0.44 0.97 6.93
H -1.76 1.15 6.64
C 1.56 -0.31 -3.91
C 2.17 0.60 -5.00
C 3.63 0.18 -5.30
O 1.54 0.56 -6.07
H 1.96 0.04 -3.00
H 1.90 -1.28 -3.89
H 0.52 -0.13 -3.84
H 2.24 1.60 -4.65
H 4.01 0.82 -6.09
H 3.72 -0.93 -5.58
H 4.26 0.40 -4.36
H 1.38 1.48 -6.43
C -1.98 -0.34 -2.81
C -2.97 -1.26 -2.09
C -4.07 -1.76 -3.00
O -2.49 -2.20 -1.36
H -1.42 0.15 -2.01
H -2.48 0.50 -3.25
H -1.29 -0.83 -3.53
H -3.41 -0.61 -1.30
H -4.72 -0.99 -3.45
H -4.66 -2.35 -2.30
H -3.87 -2.48 -3.85
H -2.58 -2.06 -0.44
C -3.11 1.92 0.61
C -4.05 3.13 0.74
C -3.43 4.28 -0.01
O -5.23 2.91 0.37
H -3.29 1.40 -0.35
H -2.86 1.15 1.40
H -2.16 2.25 0.33
H -3.86 3.42 1.74
H -3.42 4.26 -1.07
H -2.35 4.47 0.25
H -3.87 5.27 0.21
H -5.85 2.75 1.14

***

# 4
125
Properties=species:S:1:pos:R:3 method="wB97M-V/def2-TZVPD" smiles="COCCNCCOC.COCCNCCOC.COCCNCCOC.COCCNCCOC.NC(N)=O.O.O.O.O.O.O.O" total_energy_ev=-68882.2855 mol_weight_g_mol=718.93 lumo_energy_ha=0.0060 relative_energy_ev=4.5200 largest_force_ev_per_a=4.1
C -5.64 -3.73 2.62
O -4.93 -2.98 3.55
C -3.99 -2.00 3.05
C -2.67 -2.80 2.96
N -2.37 -3.43 4.25
C -1.40 -4.56 4.00
C -1.25 -5.35 5.29
O -2.45 -5.93 5.56
C -2.48 -6.82 6.71
H -5.03 -4.53 2.20
H -6.01 -3.14 1.77
H -6.41 -4.25 3.19
H -3.88 -1.28 3.86
H -4.21 -1.60 2.06
H -1.86 -2.16 2.60
H -2.73 -3.52 2.14
H -3.29 -3.68 4.58
H -0.42 -4.19 3.72
H -1.71 -5.30 3.27
H -1.00 -4.70 6.13
H -0.47 -6.11 5.20
H -3.13 -7.62 6.35
H -2.90 -6.31 7.58
H -1.53 -7.32 6.90
C -4.13 9.26 0.01
O -3.84 7.93 0.28
C -5.00 7.27 0.94
C -4.89 5.78 0.88
N -3.62 5.38 1.50
C -3.45 3.90 1.37
C -3.12 3.48 -0.05
O -4.15 3.22 -0.96
C -3.68 2.69 -2.25
H -5.21 9.42 -0.09
H -3.73 9.52 -0.97
H -3.54 9.77 0.77
H -5.97 7.54 0.53
H -4.91 7.74 1.92
H -4.87 5.66 -0.20
H -5.73 5.33 1.41
H -2.90 5.94 1.05
H -4.44 3.52 1.63
H -2.77 3.52 2.13
H -2.60 2.52 0.00
H -2.46 4.27 -0.39
H -4.44 2.28 -2.91
H -2.90 1.94 -2.10
H -3.18 3.51 -2.77
C -0.51 -3.64 -4.33
O -1.09 -3.58 -3.00
C -1.75 -4.74 -2.71
C -3.04 -5.07 -3.48
N -3.97 -3.94 -3.30
C -5.17 -4.08 -4.17
C -4.96 -3.71 -5.62
O -4.39 -2.36 -5.66
C -3.50 -2.22 -6.75
H 0.32 -2.94 -4.42
H -1.25 -3.53 -5.13
H -0.23 -4.66 -4.58
H -2.07 -4.62 -1.67
H -1.14 -5.64 -2.80
H -3.58 -5.92 -3.07
H -2.83 -5.23 -4.54
H -3.53 -3.09 -3.65
H -5.72 -3.19 -3.89
H -5.63 -5.03 -3.89
H -5.82 -3.78 -6.29
H -4.24 -4.42 -6.03
H -2.78 -3.03 -6.73
H -2.85 -1.36 -6.63
H -3.96 -2.22 -7.74
C 5.39 5.82 1.71
O 5.41 5.90 0.26
C 6.65 6.22 -0.34
C 6.62 6.50 -1.94
N 6.09 5.34 -2.62
C 7.08 4.31 -2.49
C 6.94 3.04 -3.34
O 6.04 2.14 -2.67
C 4.73 1.90 -3.25
H 5.60 6.74 2.25
H 6.09 5.01 1.93
H 4.37 5.56 1.99
H 7.24 5.41 0.08
H 6.98 7.14 0.14
H 7.62 6.80 -2.23
H 6.00 7.36 -2.18
H 5.28 5.11 -2.06
H 7.19 3.92 -1.48
H 8.05 4.73 -2.75
H 7.88 2.51 -3.26
H 6.58 3.39 -4.30
H 4.20 1.26 -2.55
H 4.95 1.40 -4.20
H 4.14 2.79 -3.48
N 1.83 -1.14 0.73
C 2.58 -2.10 1.22
N 2.83 -3.03 0.31
O 3.06 -2.10 2.32
H 1.16 -1.27 -0.01
H 1.89 -0.18 1.06
H 2.35 -3.14 -0.57
H 3.26 -3.91 0.56
O -0.07 -0.40 5.64
H 0.76 -0.55 5.19
H -0.56 -1.21 5.51
O 0.77 3.49 -2.60
H 0.04 4.10 -2.58
H 0.94 3.29 -1.68
O 7.25 -4.03 0.12
H 7.07 -3.92 -0.82
H 6.93 -4.90 0.33
O 6.00 -7.49 0.75
H 5.66 -7.57 1.65
H 6.44 -8.33 0.59
O 1.43 3.19 1.34
H 0.73 3.55 1.89
H 2.19 3.16 1.92
O 5.36 1.53 2.99
H 5.51 0.70 3.44
H 6.00 2.13 3.37
O 4.28 -5.76 4.13
H 4.17 -4.87 3.78
H 4.00 -5.70 5.04